Computed, not measured: a molecular structure, C23H18LuN7O6, with ωB97M-V with the def2-TZVPD basis set.

Properties
Kohn-Sham gap   7.2 eV
ΔE to the lowest compared entry with this formula, charge and spin   16.7 kcal per mole
Total charge   +2
HOMO level   -0.542 Ha
Calculated total energy   -2957.0234 Ha

Cartesian coordinates (Å):
Lu: 0.131 0.458 0.417
C: 1.343 -0.319 3.551
N: 0.108 0.273 3.004
C: -1.153 -0.287 3.531
C: -1.991 -0.826 2.416
N: -1.749 -0.561 1.143
C: -2.772 -1.199 0.408
C: -3.013 -1.245 -0.962
C: -4.117 -1.957 -1.384
C: -4.961 -2.606 -0.469
C: -4.731 -2.563 0.890
C: -3.616 -1.844 1.302
N: -3.078 -1.584 2.565
C: 2.201 -0.862 2.453
N: 2.028 -0.568 1.173
C: 3.068 -1.231 0.480
C: 3.397 -1.263 -0.872
C: 4.502 -2.003 -1.240
C: 5.268 -2.699 -0.292
C: 4.955 -2.670 1.051
C: 3.843 -1.919 1.406
N: 3.250 -1.661 2.643
H: 1.910 0.433 4.100
H: 1.112 -1.116 4.258
H: 0.115 1.270 3.191
H: -0.957 -1.074 4.259
H: -1.719 0.488 4.050
H: -2.363 -0.746 -1.669
H: -4.344 -2.018 -2.439
H: -5.817 -3.152 -0.841
H: -5.387 -3.063 1.591
H: -3.462 -1.900 3.442
H: 2.815 -0.733 -1.613
H: 4.789 -2.050 -2.281
H: 6.127 -3.267 -0.623
H: 5.550 -3.200 1.783
H: 3.580 -1.999 3.534
O: -0.306 4.647 0.790
C: -0.071 3.597 0.283
O: 0.025 2.410 0.908
C: 0.026 3.398 -1.216
C: 0.587 2.217 -1.643
C: 0.287 1.706 -2.886
C: -0.358 2.453 -3.840
C: -0.750 3.726 -3.445
C: -0.631 4.195 -2.150
N: -1.450 4.570 -4.451
O: -1.464 4.144 -5.583
O: -1.796 5.665 -4.085
N: 0.447 0.259 -2.995
O: 0.597 -0.285 -4.035
O: 0.357 -0.366 -1.896
H: 1.332 1.719 -1.033
H: -0.615 2.070 -4.819
H: -1.079 5.138 -1.863

Atomic forces in eV per Å
-0.1235 -0.9118 0.3171
-0.0118 -0.0132 -0.0594
-0.0176 0.1046 -0.2751
0.0106 -0.0016 -0.0486
0.0414 0.0408 -0.1079
-0.0808 -0.1459 -0.5109
0.0926 0.0973 0.1082
0.0336 0.0106 0.0482
0.0027 0.0056 0.0113
-0.0255 -0.0163 -0.0440
-0.0251 -0.0278 0.0868
0.0168 0.0131 0.0625
-0.2080 -0.0959 0.0851
-0.0670 0.0465 -0.0905
-0.0026 -0.0312 -0.4211
-0.0736 0.1106 0.1139
-0.0161 0.0102 -0.0153
-0.0042 0.0010 0.0201
0.0180 -0.0081 -0.0448
0.0240 -0.0310 0.0817
-0.0223 0.0008 0.0674
0.2096 -0.0809 0.0868
0.0313 0.0351 0.0352
-0.0106 -0.0308 0.0432
0.0074 0.0439 0.0058
0.0106 -0.0306 0.0366
-0.0289 0.0359 0.0337
-0.0066 -0.0101 -0.0568
0.0111 0.0044 0.0106
0.0177 0.0140 0.0072
0.0237 0.0166 -0.0206
0.0103 0.0136 0.0084
0.0066 -0.0101 -0.0259
-0.0082 0.0023 0.0103
-0.0201 0.0162 0.0049
-0.0231 0.0195 -0.0248
-0.0112 0.0072 0.0055
0.0338 -0.0115 0.1473
0.0177 -0.0386 -0.0685
0.0953 0.7328 0.2618
0.0664 0.0158 0.0046
0.0258 0.1689 0.0370
0.0183 -0.1207 -0.0035
-0.1592 -0.0918 -0.1960
-0.2593 -0.1398 0.0817
-0.1242 0.0587 0.0497
1.0142 0.5301 -0.3255
-0.3715 -0.2242 0.0774
-0.3807 -0.1273 0.1445
0.1321 -0.0334 0.0271
-0.0558 0.0300 -0.0207
0.0291 0.0245 0.2592
0.1254 -0.0001 0.0064
-0.0011 0.0221 -0.0109
0.0126 -0.0001 -0.0164

Want to see where the charge sits? The Löwdin charges in e are: 1.81 -0.08 -0.10 -0.08 -0.29 -0.01 -0.21 -0.02 -0.05 -0.04 0.02 -0.16 0.20 -0.29 0.00 -0.20 -0.02 -0.04 -0.04 0.02 -0.16 0.20 0.15 0.14 0.12 0.14 0.15 0.10 0.12 0.12 0.13 0.19 0.09 0.12 0.12 0.13 0.19 0.18 -0.52 -0.27 -0.07 -0.04 -0.12 0.12 -0.06 0.13 -0.34 0.12 0.14 -0.28 0.23 -0.11 0.11 0.15 0.16